Formula: C33H35AsBCl4MnN2O5S
Source: the OMol25 dataset
Level of theory: ωB97M-V/def2-TZVPD

Calculated values
2S+1	2
DFT total energy	-7414.6477	Ha
Kohn-Sham gap (alpha / beta)	6.2 / 5.8	eV
net charge	+1

The geometry in XYZ format:
```
83
C33H35AsBCl4MnN2O5S (ωB97M-V/def2-TZVPD)
Mn -0.12 -0.13 0.00
Cl 5.61 0.67 3.45
C 3.99 0.39 2.98
C 3.03 0.02 3.96
Cl 3.51 -0.15 5.60
C 1.71 -0.19 3.61
Cl 0.51 -0.61 4.76
C 1.33 -0.06 2.27
O 0.11 -0.17 1.83
C 2.30 0.27 1.27
O 1.83 0.36 0.07
C 3.63 0.53 1.66
Cl 4.74 1.07 0.46
C -1.26 -4.33 1.77
C -2.04 -3.43 0.83
C -2.54 -4.22 -0.37
O -1.13 -2.41 0.30
B -1.78 -1.20 0.33
O -3.03 -1.26 0.84
C -3.15 -2.56 1.52
C -2.87 -2.29 2.99
C -4.56 -3.07 1.32
H -0.55 -4.93 1.20
H -1.94 -5.01 2.29
H -0.71 -3.74 2.51
H -1.69 -4.67 -0.88
H -3.05 -3.56 -1.08
H -3.23 -5.01 -0.07
H -1.87 -1.86 3.12
H -2.96 -3.19 3.59
H -3.59 -1.56 3.35
H -4.83 -3.10 0.27
H -5.25 -2.40 1.84
H -4.67 -4.07 1.75
C 1.40 4.20 -0.69
N 0.41 3.25 -0.22
C -0.57 2.73 -0.96
S -1.66 1.58 -0.23
N -0.68 3.13 -2.22
C -1.62 2.61 -3.22
H 1.97 4.54 0.17
H 0.92 5.07 -1.14
H 2.09 3.75 -1.40
H 0.45 2.91 0.72
H -0.06 3.85 -2.54
H -2.23 1.84 -2.77
H -1.06 2.18 -4.05
H -2.25 3.42 -3.59
O 0.06 -0.28 -1.90
As 1.30 -1.12 -2.69
C 2.30 0.10 -3.77
C 2.25 1.45 -3.47
C 2.97 2.35 -4.25
C 3.73 1.88 -5.31
C 3.77 0.52 -5.60
C 3.06 -0.38 -4.83
C 2.47 -2.12 -1.56
C 1.89 -3.02 -0.66
C 2.71 -3.71 0.22
C 4.09 -3.51 0.19
C 4.65 -2.63 -0.72
C 3.84 -1.92 -1.60
C 0.35 -2.32 -3.85
C -0.58 -1.74 -4.70
C -1.37 -2.55 -5.50
C -1.22 -3.94 -5.44
C -0.29 -4.50 -4.58
C 0.51 -3.69 -3.78
H 1.66 1.78 -2.62
H 2.95 3.41 -4.03
H 4.29 2.58 -5.92
H 4.37 0.17 -6.44
H 3.08 -1.44 -5.06
H 0.82 -3.16 -0.64
H 2.27 -4.40 0.93
H 4.72 -4.05 0.88
H 5.72 -2.47 -0.73
H 4.28 -1.21 -2.29
H -0.69 -0.66 -4.74
H -2.09 -2.12 -6.18
H -1.83 -4.57 -6.06
H -0.17 -5.58 -4.54
H 1.24 -4.13 -3.12
```

Atomic partial charges in e from the Löwdin method, atoms 1 to 6:
1 Mn 0.591
2 Cl 0.704
3 C -0.698
4 C -0.702
5 Cl 0.701
6 C -0.615